Entry 1:
Below is the ion C23H22N3O with charge +1 in a non-equilibrium geometry, with properties calculated with the ωB97M-V functional and the def2-TZVPD basis.

```
49
Properties=species:S:1:pos:R:3:forces:R:3
H -0.5587 7.4624 2.1292 0.010 -0.209 -0.030
C 1.8614 1.3322 2.3523 -0.524 -0.884 0.473
H 4.0488 -2.0248 3.2876 -0.293 -0.123 0.144
C -4.0952 -1.0175 2.6072 0.072 0.209 -0.016
C 2.9621 -1.9606 3.3329 -0.239 -0.735 0.389
C 4.2705 0.7552 2.5685 0.276 0.202 -0.004
C -3.0320 0.9836 3.4590 -0.087 -0.594 0.151
H 4.5647 1.2454 3.5091 -0.157 -0.229 -0.148
H -4.9034 -1.7511 2.6557 0.270 0.280 -0.053
C -0.9822 3.7838 3.3919 0.460 -0.085 -0.051
C 0.1261 -1.7028 3.4735 0.143 -0.895 0.127
H 2.6455 -3.8812 4.2806 -0.115 0.183 -0.311
C 0.8960 -0.6484 2.9832 0.909 0.570 0.034
C -0.8571 5.1071 3.0558 -0.141 -0.295 -0.135
H -3.0502 -2.0235 0.9997 -0.067 0.339 0.143
C -4.1207 0.1081 3.4433 0.140 0.136 -0.113
C -0.1479 4.4131 0.8474 -0.120 -0.708 0.013
C 2.3100 -0.8136 2.9071 -0.326 1.079 0.330
N 2.8661 0.4197 2.5545 -0.500 -0.386 -0.427
C 0.1414 7.2942 0.2274 0.637 -0.227 -1.632
H 4.4768 1.4610 1.7560 0.112 -0.319 0.066
H -0.0667 2.2617 0.5761 -0.170 0.233 0.330
C -0.2993 3.0963 1.2395 0.103 0.535 0.514
C 0.7719 -2.8828 3.8793 -0.382 0.604 -0.056
N -0.6518 2.7954 2.5181 0.048 2.011 -0.644
H 0.1772 -3.7231 4.2411 0.158 0.311 -0.033
H -0.9570 -1.6154 3.5195 0.294 -0.167 0.130
H 2.1048 2.3352 2.0098 -0.040 -0.218 0.295
C -0.6246 1.4461 3.0008 -0.482 -1.519 0.567
C -0.4168 5.4412 1.7611 -0.138 0.520 0.052
H -4.9630 0.2974 4.1097 0.183 -0.135 -0.247
C -1.9863 -0.2686 1.6797 -0.127 -0.273 0.105
C 2.1703 -2.9963 3.8565 0.425 0.576 -0.404
H 4.8622 -0.1568 2.4556 -0.042 0.302 -0.157
H -0.6103 1.5333 4.1077 -0.044 -0.012 -0.525
N -0.2952 6.7792 1.4314 -0.125 -0.973 0.564
H -1.1943 -0.3498 0.9295 -0.088 -0.232 0.475
H 0.3529 9.1451 -0.7745 -0.044 0.012 0.150
H -1.2771 3.4449 4.3906 0.147 0.258 -0.482
C -3.0536 -1.1762 1.6881 -0.087 0.294 0.018
C 0.6345 0.7400 2.6295 0.916 -0.144 -0.031
H -1.0904 5.8719 3.7908 0.013 -0.138 -0.129
O 0.5330 6.6046 -0.7091 -0.568 0.935 1.396
C 0.0694 8.7936 0.2171 0.058 0.186 -0.342
H -3.0253 1.8618 4.1168 -0.049 -0.514 -0.047
H 0.1939 4.6396 -0.1503 -0.108 -0.013 0.059
H 0.7630 9.2121 0.9577 -0.201 -0.052 -0.108
C -1.9095 0.7007 2.6774 -0.401 0.298 -0.394
H -0.9557 9.1195 0.4417 0.291 0.003 -0.005
```
Forces are in eV/Å.

LUMO level: -3.7 eV
Largest force on an atom: 2.112 eV/Å
Net charge: +1
HOMO-LUMO gap: 6.7172 eV
E_tot: -1128.957093 a.u.
SMILES string: CC(=O)Nc1cc[n+]([C@@H](c2ccccc2)c2cn(C)c3ccccc23)cc1
HOMO energy: -10.44 eV

=====

Entry 2:
Below is a structure of composition C6H11N3O in a non-equilibrium geometry, with properties calculated with the ωB97M-V functional and the def2-TZVPD basis.

```
21
Properties=species:S:1:pos:R:3:forces:R:3
C -2.9611 0.2650 -0.9134 -0.251 0.152 0.107
H -4.6215 -1.1844 -1.2309 0.270 0.055 -0.113
C -1.3269 -0.9282 -1.9499 0.073 -0.005 -0.235
N 1.0148 -1.6997 -1.0205 -1.468 0.724 -0.627
H -1.3414 -1.1673 -3.0243 -0.002 0.043 0.249
C 0.0179 -1.2749 -1.4417 1.002 -0.989 0.599
H -3.8180 -0.7253 -2.7848 0.038 0.017 0.209
C -2.5620 -0.8305 0.0947 0.107 0.002 0.243
H -1.8953 0.9805 -2.5180 0.185 -0.159 0.170
H 1.4502 0.8391 0.1721 0.125 -0.251 -0.076
C -3.6888 -0.8510 -1.7011 -0.193 -0.052 -0.050
H -1.7011 -3.4979 -0.7051 -0.079 0.084 -0.049
H -2.5543 -3.4936 -2.1109 -0.004 0.035 0.146
O 2.4021 0.7103 0.0960 0.404 -0.927 0.089
N -2.5147 -3.1059 -1.1719 0.099 -0.138 -0.061
H -3.4420 1.2020 -0.6167 0.156 -0.273 -0.075
N -1.7003 0.4686 -1.6590 -0.073 0.339 -0.094
H -3.3934 -1.1508 0.7320 0.193 0.063 -0.206
H 2.5461 -0.2679 0.0411 -0.492 1.293 -0.012
C -2.4802 -1.6808 -1.1981 0.136 0.018 -0.016
H -1.6478 -0.6776 0.6851 -0.225 -0.030 -0.197
```
Forces are in eV/Å.

LUMO level: 0.6 eV
Largest force on an atom: 1.752 eV/Å
Net charge: 0
HOMO-LUMO gap: 10.1478 eV
E_tot: -474.685081 a.u.
HOMO energy: -9.56 eV

=====

Entry 3:
Below is a structure of composition C48H48N4O2SbW in a non-equilibrium geometry, with properties calculated with the ωB97M-V functional and the def2-TZVPD basis.

```
104
Properties=species:S:1:pos:R:3:forces:R:3
C 1.5341 -1.9259 3.5950 -0.033 -0.066 -0.144
C -1.0430 4.5503 -1.7178 0.217 0.029 0.018
C 1.7744 -3.6059 -0.4398 0.356 -0.341 -0.337
H 4.1018 3.0065 -1.0477 -0.065 0.010 -0.014
C 1.8831 -5.0673 -0.1706 0.115 -0.159 -0.086
C 2.4123 -2.9992 -1.5712 0.031 -0.238 0.033
C 1.4278 4.9487 -1.7877 -0.048 0.094 -0.042
C -3.2291 1.5410 1.3550 -0.045 0.080 0.080
H 1.1902 5.9275 -2.1923 0.035 -0.062 0.038
H 6.0151 -2.3659 2.4977 -0.049 0.009 -0.011
O 1.0893 -2.9561 0.3870 -0.318 0.172 0.333
N -0.6561 -1.9740 2.2234 0.187 0.219 -0.140
H -0.2619 -3.0139 4.0157 -0.057 -0.001 0.038
H -4.2256 0.6117 -0.3154 0.032 -0.057 0.097
H 1.9314 1.6526 1.5533 0.049 0.019 -0.022
H 0.6148 -3.5968 2.6103 0.040 -0.113 -0.091
C 3.6308 -0.7685 0.7468 0.038 0.091 -0.047
N 2.5421 -1.0296 1.4876 -0.285 -0.134 -0.039
H 3.5416 5.2613 -1.9230 -0.052 -0.027 0.025
H -4.1258 2.3875 -4.5359 0.055 -0.035 -0.003
C 1.0969 2.4312 3.3586 0.127 0.079 0.015
H -0.3580 0.5869 -5.4735 -0.039 0.032 0.038
C -3.9638 2.5416 -1.9268 0.091 -0.023 -0.045
H 1.2637 -0.9559 4.0008 -0.031 0.095 0.112
H 3.4513 -4.8045 -2.1635 -0.012 0.082 -0.027
C -1.2917 -1.9384 -1.8183 -0.071 0.048 -0.034
H 2.2756 1.4655 -0.4503 0.034 -0.228 0.045
O 1.3900 -0.8691 -1.1589 0.430 0.300 -1.019
C 5.0435 -1.9821 2.2102 0.066 -0.038 0.046
C -3.9772 2.1029 2.3871 -0.005 0.003 0.046
C -1.7525 -2.9606 0.1991 -0.057 0.071 0.109
C 3.0670 3.3131 -1.1506 -0.025 -0.020 0.018
H 4.5394 -3.7929 -4.1106 -0.041 0.038 0.011
H -2.5571 1.5012 -6.2039 0.004 0.001 0.062
C 3.2663 -3.7635 -2.4001 -0.005 -0.125 0.051
C 2.6886 -1.7405 2.6337 -0.055 0.096 0.009
C -2.3014 1.4624 -5.1519 -0.054 0.036 0.029
H -2.9310 -4.7392 0.1520 0.045 0.060 -0.069
H 2.6016 -0.0434 -3.2367 0.032 -0.052 -0.011
H -1.1560 5.6144 -1.5074 0.024 -0.038 0.010
C -0.7202 1.1503 4.2142 -0.096 0.018 0.185
C -0.5639 0.2909 3.1485 -0.269 -0.021 0.205
C -2.3849 3.8891 2.6541 -0.002 0.004 -0.013
C 4.8932 -1.2082 1.0736 0.161 0.012 -0.014
C -3.5651 3.2659 3.0303 -0.019 -0.025 -0.003
H -3.1566 -4.6946 -2.3307 0.030 0.049 0.031
C -3.7625 0.3281 0.6325 -0.103 0.104 0.017
H 2.9063 -5.3179 0.1259 -0.040 0.005 -0.034
H -1.7768 4.0139 -1.1197 -0.009 0.031 0.054
H -1.7533 -1.3114 3.9280 -0.023 -0.039 0.062
N 0.3609 0.4827 2.2026 0.082 -0.033 -0.256
C -2.0340 2.1786 0.9868 -0.064 -0.017 -0.022
C -1.0759 0.9472 -4.7461 0.000 -0.016 -0.008
H 3.4781 -0.1798 -0.1444 -0.037 -0.010 -0.068
H -4.8278 1.8757 -1.8445 0.050 0.068 -0.055
H -4.1777 3.6912 3.8166 0.026 -0.028 -0.043
H -1.2988 4.3973 -2.7707 0.055 -0.012 0.065
W 0.5013 -0.9502 0.5377 -0.595 -0.629 1.350
C -2.9135 1.9428 -2.8327 -0.069 -0.096 -0.113
H -3.6049 2.7623 -0.9228 0.007 -0.030 -0.076
H -1.4421 -3.9475 2.0641 0.077 -0.042 -0.017
C -2.5982 -3.9225 -1.8143 -0.066 -0.094 -0.077
C -2.4686 -3.9534 -0.4366 -0.174 -0.124 0.073
C -0.7781 0.9250 -3.3972 0.012 0.151 -0.107
C 2.7925 -1.0865 -3.0109 0.146 0.029 -0.190
H -2.2791 -0.6456 2.3848 -0.060 -0.012 -0.045
H -2.0661 4.8030 3.1435 -0.030 -0.056 -0.045
C -3.1850 1.9566 -4.2085 -0.064 0.002 0.010
H -4.5266 -0.1829 1.2224 0.055 0.039 -0.015
H 1.6526 -5.6478 -1.0649 0.016 -0.005 0.052
H 1.7911 3.2609 3.4017 -0.047 -0.043 0.006
C 3.8765 -3.2039 -3.4910 0.014 0.093 -0.046
C 1.1845 1.5328 2.3202 0.246 0.255 0.062
H -4.9118 1.6334 2.6791 0.059 0.045 -0.020
H 1.2085 -5.3484 0.6325 -0.011 0.002 0.015
N -1.1647 -1.9597 -0.4772 0.141 -0.111 -0.119
H 4.0202 -2.8099 3.9065 0.015 0.013 -0.028
H 5.7322 -0.9529 0.4389 -0.046 -0.016 0.049
C -1.6570 -2.9471 1.6946 0.006 -0.031 0.053
C -2.0010 -2.8863 -2.5161 -0.068 -0.042 -0.106
C -1.6171 3.3395 1.6348 -0.079 -0.001 -0.036
H -2.6382 -2.6824 2.0885 -0.079 -0.083 0.056
H -4.3320 3.4735 -2.3585 0.031 -0.026 0.019
H 0.2044 0.5752 -3.0893 -0.009 -0.006 0.021
H 1.9209 -2.4829 4.4449 0.051 -0.078 0.042
C 2.7524 4.5748 -1.6405 0.024 -0.001 -0.020
C 3.6291 -1.8580 -3.7960 0.015 0.007 -0.038
H -0.8154 -1.1256 -2.3353 0.104 -0.001 -0.025
C 3.9269 -2.2387 2.9921 0.151 -0.008 0.096
H -2.9793 -0.3912 0.3931 0.108 -0.090 -0.062
C 0.1167 2.2477 4.3212 -0.028 0.050 0.151
H 4.1008 -1.4125 -4.6640 -0.010 -0.016 0.039
H 0.0140 2.9402 5.1497 0.013 -0.064 -0.068
C 0.3744 4.0973 -1.4473 -0.210 0.053 -0.040
H -1.4835 0.9469 4.9569 0.063 0.040 -0.054
C -1.4052 -0.9229 2.9700 0.113 -0.029 -0.008
C 2.0369 2.4556 -0.8007 -0.105 0.322 -0.103
C 2.1897 -1.6492 -1.8943 -0.095 0.126 0.150
H -0.6943 3.8280 1.3396 -0.038 0.021 -0.042
H -2.0760 -2.8088 -3.5934 0.000 -0.005 0.067
C 0.6974 2.8438 -0.9175 0.133 -0.185 0.013
C -1.6889 1.3962 -2.4407 0.087 -0.135 0.080
C 0.3008 -2.7032 3.1336 -0.079 0.200 0.000
Sb -0.7804 1.3721 -0.5168 -0.126 0.619 -0.092
```
Forces are in eV/Å.

LUMO level (alpha / beta): -8.1 / -8.9 eV
Largest force on an atom: 1.604 eV/Å
Net charge: +3
HOMO-LUMO gap (alpha / beta): 7.6453 / 6.8836 eV
E_tot: -2533.975468 a.u.
HOMO energy (alpha / beta): -15.74 / -15.74 eV
Multiplicity: 3

=====

Entry 4:
Below is a structure of composition C56H47AsN2O9P2S2Ti in a non-equilibrium geometry, with properties calculated with the ωB97M-V functional and the def2-TZVPD basis.

```
120
Properties=species:S:1:pos:R:3:forces:R:3
H 1.8452 -4.3921 -1.8250 -0.006 0.024 -0.001
C -1.2322 0.9009 3.7969 0.066 -0.060 -0.109
C 1.9819 -2.2447 -1.7630 -0.100 -0.069 0.040
C 2.5531 -0.9353 -6.2770 -0.027 0.201 -0.041
C 0.4776 -0.7933 4.1216 -0.024 -0.072 0.194
C 2.8027 -1.1564 -2.0404 0.070 0.164 -0.011
H -6.5375 0.1720 1.2220 -0.052 -0.006 0.021
O 2.1992 3.3992 -0.9060 -0.421 0.182 -0.068
C -2.4811 3.8190 1.1750 -0.064 0.099 0.126
H -4.0679 -0.4919 -2.2167 0.008 -0.012 -0.017
C 0.9188 -3.9960 0.8446 0.114 -0.147 0.001
H 0.1906 -4.5500 0.2660 -0.053 0.027 -0.072
H 5.4201 -2.7402 -3.4787 0.033 -0.005 -0.017
H -1.8630 -5.2894 -3.7350 0.004 -0.034 -0.043
H -1.3991 3.5861 -2.5630 0.029 -0.029 0.372
O 0.4211 3.0459 -4.0733 0.106 0.181 -0.032
H 4.9416 -0.3262 3.4913 0.035 0.013 -0.005
H -2.0475 -1.2233 7.5386 -0.019 -0.003 0.000
C 4.0359 -1.3241 -2.6522 0.005 -0.089 -0.009
H 4.9913 -3.1780 4.4632 -0.006 -0.008 0.009
O 0.8400 1.6640 -1.3416 0.474 0.126 -0.064
H 0.5741 -1.8129 6.0283 0.015 -0.012 0.013
C -0.9098 -2.9809 -1.4555 0.033 -0.148 0.120
H 4.6620 -0.4654 -2.8556 0.015 0.024 -0.011
C -3.1183 -4.5041 -2.1819 0.032 0.020 -0.003
C 1.3892 -0.3706 -5.7943 0.155 0.157 -0.113
H -3.3763 7.5724 0.8089 -0.001 0.036 -0.002
H 3.4916 2.0181 -1.7568 0.033 -0.066 0.052
H 2.0058 2.9167 -6.3126 -0.008 -0.027 0.032
C -3.0114 2.5317 3.8341 -0.163 0.170 0.147
C -3.1268 6.5254 0.9094 0.014 -0.007 0.016
H -4.4117 3.4553 0.3114 -0.058 -0.028 -0.033
H -1.9553 3.7884 -0.9740 0.169 -0.008 -0.144
C 0.0706 -1.0479 5.4529 0.017 0.101 -0.178
H -1.2079 6.9044 1.7949 0.019 0.024 0.014
H 4.1535 3.1409 -0.5348 0.044 -0.056 0.004
H 5.8290 -3.2607 2.9292 0.011 -0.005 -0.012
H -4.1345 -3.5174 -0.5651 -0.046 0.004 0.012
H 0.0857 -3.9424 -3.1106 -0.112 0.028 0.053
H -4.7060 1.4071 2.2929 -0.001 -0.043 -0.053
H 4.4405 -0.4871 -7.1897 0.026 -0.022 -0.019
C 0.9880 -2.6285 0.7072 -0.357 0.114 -0.144
P 0.4096 -1.8848 -0.8811 0.376 0.094 -0.097
N 0.0244 3.7762 -1.1810 -0.218 0.077 -0.135
C -0.8247 -3.8640 -2.5279 0.114 0.058 -0.094
H 3.1192 1.7803 -0.0010 0.043 -0.083 -0.018
O 0.1908 -2.7027 -5.4060 0.288 -0.072 0.020
H 1.3081 -1.3744 3.7557 -0.008 -0.004 0.043
H -4.9747 5.8407 0.0685 -0.047 0.005 -0.019
C 2.8744 -4.0871 2.2104 0.060 -0.001 0.077
H 4.6722 -5.2591 2.4405 0.003 -0.014 -0.005
H 2.4971 -0.1524 -1.7530 -0.026 -0.054 0.011
C 2.1458 1.8441 -6.2866 -0.014 -0.023 -0.025
C 3.5226 -0.0815 -6.7890 -0.001 -0.055 0.015
C 1.9346 -1.9118 1.4968 -0.011 0.190 0.005
O 1.0109 1.9106 1.6688 0.381 -0.237 0.080
Ti -0.1412 0.4190 -2.4427 -0.523 -0.422 0.922
H -3.6073 3.2764 3.3162 0.034 -0.044 0.018
C 2.0037 -0.5209 1.7770 0.200 0.135 -0.022
C -3.7038 4.2062 0.6327 0.002 0.091 -0.030
C 3.0707 0.0180 2.4545 0.160 -0.150 -0.002
C 3.9944 -2.1415 2.8503 0.084 -0.065 0.012
As -0.4567 1.8355 -5.0724 -0.455 0.794 -0.044
C 2.4368 -3.5206 -2.0767 -0.004 -0.069 -0.004
C -4.0232 5.5550 0.4943 0.087 -0.073 0.030
O 0.2214 -1.0013 -3.6440 0.290 -0.666 -0.454
O -1.3617 2.7067 -6.0880 0.032 -0.485 0.033
H -2.3102 1.7056 7.9577 0.010 0.011 0.022
C 3.3127 1.2875 -6.8014 0.038 0.083 -0.006
C 4.0579 -4.5678 3.0174 0.029 0.081 -0.040
C -3.1895 0.6056 -0.5974 -0.267 -0.384 -0.592
H 3.9951 -4.6912 -2.9557 0.018 -0.040 -0.011
P -1.9158 2.0868 1.3147 -0.030 0.074 -0.113
H 0.4303 3.8617 -4.5930 0.007 0.042 0.096
S 0.5409 0.4841 1.6558 -0.201 0.307 -0.251
H 4.0682 1.9388 -7.2191 0.004 0.021 -0.006
H -3.5913 0.5781 7.5686 -0.007 -0.019 -0.003
C 3.6615 -3.6942 -2.7041 0.006 0.022 0.007
C -3.2761 2.3289 5.2054 0.143 -0.070 -0.135
C 1.0136 2.9003 -1.1503 0.151 -0.104 0.301
C -2.5473 1.3735 5.8511 -0.059 0.056 0.037
C 4.8398 -3.2733 3.3880 -0.069 -0.021 -0.011
C 4.4627 -2.5986 -2.9971 -0.053 0.032 0.020
C 1.8306 -4.7456 1.6354 -0.142 0.076 -0.144
C -5.6000 0.2961 0.6989 0.163 0.036 -0.036
C -2.0524 1.8464 3.1197 -0.119 0.138 -0.145
O -1.2703 1.1808 -3.6277 0.622 0.275 -0.896
C -2.5891 0.8961 7.2824 0.065 -0.055 -0.036
C -4.2181 -0.0789 -1.2278 -0.232 -0.054 0.084
C 3.3214 2.4963 -0.7934 -0.254 0.105 0.010
C -1.5481 0.6770 5.1419 -0.133 -0.059 0.378
C -5.4335 -0.2351 -0.5752 0.115 0.040 -0.027
H -6.2421 -0.7691 -1.0549 -0.033 -0.016 -0.007
H 3.7263 -5.1069 3.9047 -0.008 0.004 0.029
C -3.2095 -3.6202 -1.1147 0.043 -0.011 -0.052
H 3.0441 1.0795 2.6655 -0.003 0.045 0.031
C 2.9036 -2.6785 2.1399 0.181 -0.181 0.134
C 1.1699 1.0040 -5.7769 -0.044 -0.290 0.160
C -0.1159 0.1455 3.3106 0.180 -0.124 0.002
S 0.0732 -1.3088 -5.1579 -1.058 0.474 0.478
H -0.8170 -0.1225 8.1209 0.008 0.010 0.007
C -2.1118 -2.8536 -0.7583 -0.081 -0.067 0.084
N -1.2583 3.3552 -1.5759 0.514 0.161 -0.328
H -4.0396 2.9108 5.7027 -0.039 0.014 0.020
C 4.1205 -0.7850 2.9572 -0.093 0.121 -0.013
C -1.9064 6.1482 1.4623 -0.002 0.024 -0.026
C -0.9259 -0.2801 5.9700 -0.016 -0.082 0.040
H 1.7223 -5.8196 1.6978 -0.023 -0.041 0.020
H 2.6817 -2.0077 -6.2694 -0.021 -0.056 0.017
C -1.9302 -4.6192 -2.8904 -0.055 0.062 0.057
H -2.2573 0.6856 -1.1324 0.272 0.247 0.049
H -2.1981 -2.1566 0.0710 0.039 -0.013 -0.028
C -4.5614 0.9933 1.3011 -0.215 -0.025 0.158
H -0.6244 4.5167 2.0064 0.011 -0.023 0.014
O -1.1058 -0.5975 -5.6135 0.184 -0.339 -0.106
H 0.2638 4.7568 -1.0681 -0.143 -0.195 0.014
C -3.3410 1.1679 0.6523 -0.191 -0.007 0.456
C -1.5810 4.8083 1.5858 -0.004 -0.005 -0.019
C -1.5613 -0.2676 7.3383 -0.041 0.087 -0.032
H -3.9775 -5.0930 -2.4706 -0.027 -0.031 -0.001
```
Forces are in eV/Å.

LUMO level (alpha / beta): -2.6 / -2.8 eV
Largest force on an atom: 1.254 eV/Å
Net charge: +1
HOMO-LUMO gap (alpha / beta): 7.3559 / 7.1949 eV
E_tot: -7513.073704 a.u.
HOMO energy (alpha / beta): -9.97 / -9.97 eV
Multiplicity: 2